# 1
# C40H66BrClN3O14S5

6 unconnected molecules or ions with the total composition C40H66BrClN3O14S5 (the ωB97M-V functional and the def2-TZVPD basis, the Open Molecules 2025 dataset).

Kohn-Sham gap   0.2319 hartree
E   -7805.76618 Ha
Total charge   +1
F_max   9.14 eV/A
HOMO   -0.4056 Eh

Each line ends with the Löwdin charge.
Atoms and positions in Å:
C: -3.966 -1.647 -0.049  -0.0821
C: -3.643 -0.068 0.273  -0.2316
O: -4.646 0.526 1.146  -0.2268
C: -4.053 1.053 2.368  -0.1532
C: -3.865 -0.191 3.425  -0.1356
O: -2.897 0.205 4.436  -0.2063
C: -1.675 -0.575 4.361  -0.1842
C: -0.377 0.342 4.745  -0.5305
Cl: -0.476 1.647 3.408  0.7075
C: 1.003 -0.530 4.750  -0.2011
C: 1.449 -1.254 3.384  -0.0619
C: 2.935 -0.914 2.868  -0.2771
O: 3.962 -1.366 3.474  0.0348
C: 3.020 -0.016 1.509  -0.0969
C: 3.796 1.346 1.434  -0.0339
C: 3.824 2.222 0.114  -0.0468
C: 3.058 1.636 -1.139  -0.0556
C: 2.303 0.248 -1.123  -0.0357
C: 2.266 -0.589 0.215  -0.0050
C: 2.067 0.222 5.690  -0.1458
C: 2.849 1.532 5.183  -0.1957
N: 2.153 2.835 5.477  -0.1465
C: 3.254 3.887 5.380  -0.1129
C: 0.948 0.859 6.716  -0.4253
Br: 1.361 1.478 8.568  0.8214
N: -0.297 0.881 6.162  -0.1203
N: -1.381 1.360 6.931  0.1502
C: -1.765 0.266 7.615  -0.0760
O: -2.035 -0.765 8.281  0.1703
H: -4.917 -1.983 0.498  0.0835
H: -3.093 -2.316 0.341  0.0753
H: -4.016 -1.729 -1.195  0.0796
H: -3.557 0.507 -0.734  0.1350
H: -2.583 -0.072 0.752  0.1114
H: -4.692 1.891 2.862  0.1216
H: -3.039 1.536 2.117  0.0967
H: -4.934 -0.362 3.860  0.1479
H: -3.603 -1.164 2.862  0.1296
H: -1.502 -0.977 3.279  0.1411
H: -1.709 -1.461 5.118  0.1531
H: 0.687 -1.432 5.424  0.1589
H: 1.283 -2.401 3.483  0.0991
H: 0.692 -0.904 2.566  0.1101
H: 4.358 1.797 2.345  0.0868
H: 4.382 3.235 0.103  0.1014
H: 3.051 2.250 -2.107  0.0879
H: 1.769 -0.174 -2.051  0.1016
H: 1.731 -1.617 0.314  0.1092
H: 2.688 -0.476 6.386  0.1716
H: 3.141 1.541 4.072  0.0959
H: 3.852 1.569 5.781  0.1461
H: 1.578 3.031 4.626  0.0684
H: 3.842 3.632 4.401  0.0892
H: 4.036 3.777 6.232  0.1035
H: 2.848 4.953 5.260  0.1008
C: 7.871 0.188 -1.889  -0.2195
C: 8.232 1.647 -2.173  -0.2163
C: 7.627 2.014 -3.530  -0.2193
S: 6.191 0.968 -3.736  0.6723
O: 6.430 0.070 -4.842  -0.3184
O: 4.995 1.777 -3.643  -0.3386
C: 6.389 0.058 -2.215  -0.2322
H: 8.080 -0.087 -0.853  0.1183
H: 8.457 -0.470 -2.539  0.1226
H: 7.803 2.287 -1.394  0.1155
H: 9.313 1.805 -2.168  0.1184
H: 7.321 3.060 -3.565  0.1065
H: 8.320 1.801 -4.347  0.1088
H: 6.069 -0.975 -2.354  0.1128
H: 5.775 0.543 -1.452  0.0850
C: 6.341 -2.322 -9.339  -0.2273
C: 6.349 -1.521 -8.037  -0.2244
C: 7.691 -0.793 -7.954  -0.2331
S: 8.223 -0.532 -9.641  0.6664
O: 9.422 -1.306 -9.871  -0.3230
O: 8.143 0.878 -9.953  -0.3290
C: 6.851 -1.371 -10.413  -0.2373
H: 5.343 -2.699 -9.578  0.1157
H: 7.014 -3.181 -9.249  0.1203
H: 5.534 -0.790 -8.054  0.1205
H: 6.194 -2.163 -7.166  0.1139
H: 7.596 0.170 -7.451  0.0924
H: 8.446 -1.402 -7.452  0.1074
H: 7.187 -1.882 -11.316  0.1093
H: 6.099 -0.620 -10.663  0.1093
C: -8.435 3.426 2.486  -0.2191
C: -7.162 2.600 2.296  -0.2342
C: -7.548 1.326 1.542  -0.2256
S: -8.983 1.745 0.559  0.6773
O: -10.114 0.992 1.050  -0.3130
O: -8.613 1.760 -0.839  -0.3276
C: -9.132 3.427 1.133  -0.2310
H: -8.213 4.441 2.824  0.1184
H: -9.075 2.951 3.238  0.1230
H: -6.440 3.174 1.705  0.1216
H: -6.688 2.363 3.252  0.1008
H: -6.746 0.988 0.886  0.0809
H: -7.831 0.525 2.229  0.1111
H: -10.183 3.709 1.191  0.1123
H: -8.608 4.070 0.421  0.1104
C: 1.629 -7.355 4.428  -0.2172
C: 1.749 -6.076 5.258  -0.2149
C: 2.198 -4.958 4.315  -0.2279
S: 1.592 -5.400 2.690  0.6642
O: 2.724 -5.661 1.833  -0.3045
O: 0.529 -4.490 2.314  -0.3495
C: 0.872 -6.961 3.167  -0.2289
H: 1.111 -8.146 4.975  0.1218
H: 2.627 -7.721 4.167  0.1255
H: 0.772 -5.826 5.686  0.1178
H: 2.449 -6.197 6.088  0.1191
H: 1.781 -3.994 4.608  0.0732
H: 3.287 -4.893 4.263  0.1152
H: 0.979 -7.683 2.358  0.1150
H: -0.186 -6.789 3.380  0.1108
C: -9.227 1.125 -5.514  -0.2247
C: -9.222 1.936 -4.218  -0.2225
C: -7.881 2.666 -4.139  -0.2323
S: -7.347 2.916 -5.827  0.6656
O: -6.146 2.141 -6.050  -0.3279
O: -7.428 4.323 -6.150  -0.3304
C: -8.717 2.069 -6.594  -0.2377
H: -10.224 0.746 -5.751  0.1169
H: -8.553 0.268 -5.416  0.1204
H: -10.038 2.667 -4.241  0.1215
H: -9.376 1.301 -3.342  0.1010
H: -7.978 3.633 -3.643  0.1039
H: -7.126 2.062 -3.631  0.1028
H: -8.379 1.552 -7.493  0.1087
H: -9.470 2.818 -6.851  0.1095

---

# 2
# C40H66BrIN12OPS

10 unconnected molecules or ions with the total composition C40H66BrIN12OPS (the ωB97M-V functional and the def2-TZVPD basis, the Open Molecules 2025 dataset).

Kohn-Sham gap   0.2747 hartree
E   -5907.07795 Ha
Total charge   +1
F_max   1.42 eV/A
HOMO   -0.4253 Eh

Each line ends with the Löwdin charge.
Atoms and positions in Å:
O: 5.356 -5.738 -1.014  -0.3469
P: 4.492 -5.045 -2.189  0.5760
Br: 4.408 -2.863 -1.620  0.3341
C: 2.766 -5.615 -1.845  -0.3654
N: 1.649 -4.906 -2.255  0.0719
C: 0.572 -5.572 -1.906  -0.1523
N: 0.914 -6.700 -1.291  -0.4384
I: -0.294 -8.159 -0.554  1.0354
C: 2.295 -6.747 -1.241  -0.3714
N: 3.036 -7.820 -0.701  0.0868
C: 3.761 -8.359 -1.542  -0.7490
S: 4.718 -8.884 -2.610  0.9163
H: 4.817 -6.006 -0.255  0.0630
H: 1.663 -4.019 -2.738  0.0873
H: -0.425 -5.233 -2.097  0.1525
C: 2.554 0.872 -0.726  -0.1047
C: 1.138 0.806 -0.166  -0.2472
C: 0.835 -0.526 0.531  -0.1824
C: 0.964 -1.642 -0.400  -0.1985
N: 1.065 -2.507 -1.144  0.1580
H: 2.716 0.114 -1.496  0.0516
H: 2.739 1.843 -1.182  0.0763
H: 3.294 0.723 0.062  0.0811
H: 0.421 0.967 -0.974  0.1144
H: 0.994 1.609 0.556  0.1063
H: -0.179 -0.525 0.931  0.1081
H: 1.521 -0.684 1.364  0.1201
C: -1.944 -1.822 3.809  -0.1157
C: -2.482 -0.575 4.502  -0.2516
C: -2.098 0.721 3.782  -0.1978
C: -0.644 0.875 3.725  -0.2409
N: 0.496 0.984 3.680  0.1523
H: -0.852 -1.827 3.790  0.0650
H: -2.266 -2.722 4.333  0.0701
H: -2.306 -1.885 2.779  0.0708
H: -2.113 -0.545 5.528  0.1147
H: -3.570 -0.630 4.555  0.1107
H: -2.520 1.581 4.301  0.0804
H: -2.491 0.723 2.764  0.1201
C: 3.554 -6.545 -7.879  -0.0991
C: 4.118 -7.037 -6.551  -0.2569
C: 3.108 -6.931 -5.401  -0.1869
C: 2.700 -5.547 -5.162  -0.2443
N: 2.393 -4.460 -4.971  0.1727
H: 3.293 -5.486 -7.834  0.0734
H: 4.291 -6.666 -8.671  0.0766
H: 2.661 -7.105 -8.160  0.0769
H: 5.013 -6.466 -6.300  0.0632
H: 4.421 -8.080 -6.649  0.1107
H: 3.544 -7.294 -4.471  0.0395
H: 2.217 -7.523 -5.617  0.1261
C: -1.992 5.082 4.245  -0.1102
C: -3.287 5.782 3.838  -0.2619
C: -4.528 5.227 4.555  -0.1994
C: -4.700 3.810 4.247  -0.2274
N: -4.836 2.699 3.998  0.1507
H: -2.015 4.023 3.977  0.0518
H: -1.141 5.528 3.729  0.0724
H: -1.818 5.159 5.315  0.0413
H: -3.420 5.685 2.761  0.0857
H: -3.209 6.849 4.057  0.0998
H: -5.419 5.761 4.227  0.0955
H: -4.436 5.344 5.632  0.0764
C: 9.164 -2.480 -4.944  -0.1114
C: 7.904 -1.735 -5.370  -0.2527
C: 6.646 -2.242 -4.654  -0.1986
C: 6.407 -3.655 -4.948  -0.2383
N: 6.219 -4.760 -5.188  0.1633
H: 9.111 -3.541 -5.196  0.0632
H: 10.036 -2.068 -5.450  0.0751
H: 9.327 -2.393 -3.869  0.0767
H: 7.772 -1.830 -6.449  0.1127
H: 8.022 -0.673 -5.154  0.1109
H: 5.771 -1.674 -4.972  0.1206
H: 6.748 -2.124 -3.575  0.0878
C: -8.177 3.068 1.718  -0.1087
C: -8.754 4.304 2.398  -0.2682
C: -8.424 5.604 1.655  -0.2175
C: -6.973 5.791 1.592  -0.2195
N: -5.834 5.910 1.543  0.1680
H: -7.086 3.099 1.689  0.0588
H: -8.461 2.166 2.260  0.0710
H: -8.545 2.978 0.693  0.0756
H: -8.375 4.361 3.421  0.1069
H: -9.837 4.211 2.461  0.0780
H: -8.865 6.458 2.164  0.1096
H: -8.818 5.581 0.644  0.0914
C: 13.229 -4.870 -6.085  -0.1093
C: 13.148 -6.107 -5.199  -0.2605
C: 11.926 -6.097 -4.272  -0.1917
C: 11.959 -4.945 -3.370  -0.2467
N: 11.998 -4.045 -2.664  0.1500
H: 13.336 -3.962 -5.491  0.0706
H: 14.091 -4.931 -6.748  0.0731
H: 12.335 -4.771 -6.704  0.0743
H: 14.056 -6.185 -4.600  0.1125
H: 13.101 -7.000 -5.825  0.1074
H: 11.896 -7.003 -3.668  0.1162
H: 11.005 -6.051 -4.856  0.1144
C: -13.664 2.820 1.079  -0.1075
C: -14.245 4.057 1.754  -0.2580
C: -13.895 5.357 1.019  -0.1805
C: -12.448 5.558 0.966  -0.1958
N: -11.312 5.697 0.925  0.1901
H: -12.573 2.847 1.065  0.0659
H: -13.962 1.919 1.615  0.0733
H: -14.016 2.732 0.050  0.0781
H: -13.882 4.113 2.782  0.1114
H: -15.330 3.968 1.803  0.1085
H: -14.340 6.214 1.525  0.1195
H: -14.277 5.335 -0.002  0.1229
C: -0.147 8.782 7.423  -0.1070
C: -1.448 9.448 6.988  -0.2580
C: -2.680 8.863 7.689  -0.1797
C: -2.827 7.440 7.392  -0.1963
N: -2.942 6.328 7.143  0.1794
H: -0.137 7.722 7.166  0.0698
H: 0.703 9.247 6.925  0.0734
H: 0.001 8.874 8.500  0.0780
H: -1.563 9.347 5.908  0.1093
H: -1.399 10.516 7.206  0.1086
H: -3.585 9.376 7.362  0.1192
H: -2.599 8.983 8.770  0.1226